The following is a quantum chemistry calculation of a structure of composition C60H44F8O14V3 at a distorted geometry, from the OMol25 dataset.

XYZ file:
```
129
C60H44F8O14V3 ωB97M-V/def2-TZVPD
O -2.459 -6.164 1.856
V -1.313 -5.934 2.898
O 0.049 -6.509 2.244
O -0.546 -1.281 7.477
V 0.693 -1.706 6.607
O 2.063 -1.239 7.335
O -4.322 3.301 -3.536
V -2.883 3.052 -3.986
O -2.446 4.064 -5.121
C 0.892 -9.191 7.361
C 0.260 -7.989 6.783
C 0.872 -6.641 7.199
O 0.332 -5.568 6.736
C 2.070 -6.622 7.995
C 2.638 -7.790 8.453
C 1.976 -9.144 8.143
O 2.339 -10.276 8.646
O 3.717 -7.633 9.176
O -0.635 -7.985 5.922
H 0.376 -10.122 7.178
H 2.480 -5.670 8.296
C -0.257 1.848 1.308
C -0.867 1.792 -0.023
C -1.286 0.286 -0.520
O -1.617 0.230 -1.701
C -1.211 -0.849 0.404
C -0.645 -0.633 1.679
C -0.193 0.753 2.093
O 0.161 0.956 3.312
O -0.595 -1.670 2.454
O -0.926 2.679 -0.827
H 0.008 2.822 1.692
H -1.734 -1.758 0.148
F -3.803 7.625 -2.202
C -3.779 8.412 -1.097
C -4.595 9.575 -0.880
C -4.387 10.379 0.227
C -3.533 9.958 1.201
C -2.731 8.824 1.038
C -2.919 8.088 -0.101
H -5.354 9.813 -1.611
H -4.889 11.322 0.386
H -3.498 10.618 2.055
H -2.007 8.609 1.810
H -2.223 7.279 -0.263
F 7.177 8.386 -0.295
C 6.493 7.253 -0.139
C 5.163 7.248 -0.444
C 4.440 6.042 -0.274
C 5.103 4.887 0.095
C 6.452 4.869 0.316
C 7.132 6.052 0.220
H 4.672 8.116 -0.858
H 3.366 6.023 -0.388
H 4.453 4.025 0.077
H 7.010 4.009 0.656
H 8.203 6.080 0.358
F 4.181 -2.383 2.766
C 5.160 -2.089 1.874
C 4.891 -1.343 0.714
C 5.922 -1.157 -0.185
C 7.177 -1.740 -0.018
C 7.462 -2.516 1.093
C 6.418 -2.685 2.059
H 3.871 -1.029 0.550
H 5.724 -0.601 -1.090
H 7.885 -1.586 -0.819
H 8.361 -3.101 1.220
H 6.602 -3.323 2.911
F 1.126 2.034 -9.132
C 1.566 2.240 -7.842
C 1.429 1.253 -6.895
C 1.833 1.488 -5.589
C 2.329 2.757 -5.259
C 2.498 3.765 -6.234
C 2.063 3.487 -7.534
H 1.137 0.258 -7.197
H 1.895 0.613 -4.959
H 2.641 3.016 -4.258
H 2.899 4.726 -5.947
H 2.078 4.186 -8.357
F 3.631 7.129 7.054
C 2.325 7.178 6.816
C 1.545 8.286 7.356
C 0.129 8.307 7.227
C -0.472 7.248 6.517
C 0.231 6.176 6.008
C 1.613 6.160 6.162
H 2.012 9.047 7.963
H -0.511 9.123 7.525
H -1.540 7.299 6.365
H -0.208 5.389 5.413
H 2.115 5.316 5.713
F -6.666 -3.911 -0.409
C -6.790 -5.224 -0.606
C -5.955 -5.811 -1.542
C -6.050 -7.232 -1.685
C -7.071 -7.908 -0.989
C -7.931 -7.293 -0.135
C -7.706 -5.954 0.151
H -5.126 -5.295 -2.003
H -5.372 -7.778 -2.325
H -7.006 -8.971 -1.169
H -8.681 -7.864 0.394
H -8.281 -5.356 0.842
F -1.118 -6.207 -4.686
C 0.083 -5.819 -4.194
C 1.099 -6.810 -4.097
C 2.358 -6.474 -3.504
C 2.462 -5.214 -3.013
C 1.457 -4.265 -3.002
C 0.277 -4.538 -3.667
H 0.900 -7.799 -4.483
H 3.173 -7.171 -3.374
H 3.443 -4.831 -2.774
H 1.575 -3.321 -2.491
H -0.573 -3.876 -3.595
F -4.193 -0.114 -6.146
C -4.737 -1.349 -6.319
C -4.053 -2.379 -6.998
C -4.652 -3.608 -7.177
C -5.853 -3.918 -6.507
C -6.521 -2.887 -5.824
C -5.981 -1.582 -5.805
H -3.090 -2.143 -7.426
H -4.110 -4.266 -7.840
H -6.331 -4.880 -6.617
H -7.481 -2.966 -5.335
H -6.449 -0.813 -5.209
```

Properties
spin multiplicity	1
gap between HOMO and LUMO	2.2	eV
total charge	-1
DFT total energy	-190383.313	eV
relative energy (zero: lowest compared OMol25 entry of this formula, charge and spin)	520.76	kcal/mol
HOMO	-4.48	eV